31
Properties=species:S:1:pos:R:3:forces:R:3 method="wB97M-V/def2-TZVPD" de_lowest_kj_mol=149.0 total_charge=+2 homo_ev=-15.7339 fmax_ev_per_a=5.10
C -2.6653 -1.4057 1.1791 -0.4662 -0.4674 -0.2050
C -2.2771 -1.4080 -0.2799 1.8998 1.7291 0.9181
C -0.7840 0.6612 -0.2717 -4.8530 -0.5367 1.4768
C 1.7801 -0.2264 2.5947 -0.4131 -0.8423 -0.0610
C -0.9552 -0.9944 -2.2694 2.5387 2.0561 -1.0598
C -1.3116 -0.5898 -0.8801 -3.0568 -2.7772 0.1061
C 2.2885 0.5142 1.4276 -1.5331 0.2063 2.3814
N 3.1212 -0.0295 0.6266 2.0411 -1.8427 -1.1878
N 1.8699 1.7545 1.2671 -0.6712 -1.1839 0.8752
N -1.8582 -0.3398 -3.3809 0.3087 0.5342 2.9773
N 2.5079 2.4347 0.3162 1.4148 3.1225 -2.8159
H -2.6879 -2.4209 1.6257 1.0134 0.2715 -0.4149
H -3.7204 -1.2536 1.3492 -0.6201 0.8074 -0.4186
H -2.8087 -2.1959 -0.7669 0.2916 -0.5207 -0.9710
H -0.8177 1.5214 -0.8857 -0.0750 0.8700 -0.8462
H -1.5024 0.8411 0.6268 1.4300 0.1741 -1.4942
H 0.1271 0.5218 0.1061 3.7391 -0.3733 1.3395
H 2.0854 -1.2750 2.4442 -0.9455 0.1594 0.2250
H 2.4010 0.0645 3.4237 0.1354 0.4248 0.6585
H 0.7001 -0.0204 2.8306 1.1547 -0.5178 -0.3052
H 0.1625 -0.6916 -2.5704 -2.4221 -0.2844 0.6362
H -0.9848 -2.0049 -2.5876 -0.3625 -1.2541 0.6923
H -2.1237 -0.7029 1.7874 0.2462 0.0268 0.3183
H 3.5762 -0.9383 0.7168 -1.0408 -0.0441 0.7662
H 1.5175 2.3090 2.0359 -0.5063 -0.6215 0.2337
H -2.8406 -0.3036 -3.0753 0.2805 -0.3618 -0.3352
H -1.6600 -0.9666 -4.1013 -0.3596 -0.6121 -2.3679
H -1.5450 0.6006 -3.5332 0.1057 0.5774 -0.6432
H 3.7407 0.5012 0.0763 0.1848 1.5971 -1.1164
H 1.9879 2.6996 -0.5364 -0.3823 -0.9002 0.5748
H 2.6766 3.3433 0.7050 0.9232 0.5833 0.0626